50
Properties=species:S:1:pos:R:3:forces:R:3 method="wB97M-V/def2-TZVPD" orbital_gap_ev=8.46 total_charge=0 e_homo_ev=-7.711 lumo_energy_ev=0.747 smiles=Cn1cnc2c(-c3ccc(C4(N)CCC4)cc3)c(-c3ccccc3)ccc21 relative_energy_kcal_mol=0.0
H -0.473397 -1.405328 2.111113 0.296 -0.293 -0.133
N 1.479891 4.383120 2.448912 0.043 1.197 -0.001
H 1.628919 6.597844 2.493206 0.152 -0.263 -0.417
C 0.080025 1.332463 1.223363 -2.202 1.689 3.866
C -3.583062 -2.310008 1.232663 -1.143 -0.341 -1.341
H 1.977968 5.688552 4.050687 -0.045 0.333 -1.348
H 3.255144 -3.493304 -3.585532 -0.159 -0.090 -0.274
H 2.906999 -1.557012 -0.893395 0.694 -0.461 -0.080
C -4.169306 -1.071999 1.195861 2.945 2.505 1.505
C 0.414981 3.490989 2.395753 -0.823 -1.099 0.640
C 1.091209 -1.354470 -1.936075 0.252 -0.966 -0.246
C 0.496739 0.435743 0.206324 0.124 0.005 -1.592
C -1.119562 1.094814 2.079171 1.088 1.421 -0.172
C 1.505048 -2.467177 -3.016619 0.656 -0.098 1.750
H -2.354228 1.883820 3.702250 -0.426 -0.174 0.436
H 0.412695 5.826450 3.523631 -0.821 0.046 -0.455
C -1.473119 2.027494 3.124192 2.473 2.091 -2.932
C -0.429627 0.171198 -0.778495 0.699 -1.997 -1.672
C -2.044276 -0.061545 1.850265 -0.825 0.992 -0.313
C -3.432330 0.106805 1.575333 0.574 -1.621 -0.376
N 2.118767 2.825445 0.895321 -1.211 0.904 3.046
H 2.510514 0.182252 0.820952 0.145 -0.220 -0.236
H 3.380316 -1.879955 -3.308804 0.604 -0.022 -0.136
H -5.121155 -0.944180 0.859693 -2.690 0.189 -0.647
C 0.820464 2.505403 1.498551 1.057 -0.769 -1.586
C 0.026862 -3.478813 -4.297994 0.605 -0.213 -0.336
N 3.004272 -2.748409 -2.955093 -1.947 0.710 1.060
H -0.185543 -3.512792 -2.054521 -0.557 -0.121 0.740
C 1.384621 5.722520 3.080708 1.183 -1.525 2.302
C 0.536822 -3.701965 -2.808634 0.866 -0.075 -1.963
H -4.174514 -3.144778 0.884968 -0.017 -0.260 0.234
C -1.506363 -1.324892 1.821577 0.036 -0.506 -0.011
C -2.258355 -2.440427 1.482141 1.619 -0.045 1.632
H -0.962403 -3.102064 -4.560484 -0.293 -0.278 0.845
C 1.953347 -1.090371 -0.888821 1.355 1.572 0.165
C -0.162426 -0.743403 -1.818088 1.076 0.597 0.890
H 0.524397 -1.411506 -4.705075 0.145 0.619 -0.141
H 1.048918 -4.681804 -2.679441 -0.374 0.707 0.066
H 0.181659 -4.337102 -4.973695 0.137 0.262 0.369
C 1.772362 -0.072889 0.069749 -0.709 -1.629 0.112
C 2.480915 3.883647 1.622415 -2.459 -1.386 -1.334
H 3.443400 4.301423 1.528012 0.756 0.841 0.021
C 1.053435 -2.317057 -4.460360 -1.542 -0.458 -0.122
C -0.771046 3.295953 3.172740 -0.341 0.219 1.647
H 1.797900 -2.546354 -5.199798 0.555 0.216 -0.186
H -1.097273 4.107387 3.961283 0.689 -1.776 -1.662
H -1.784204 -3.395457 1.648383 -0.063 -0.299 -0.492
H -1.365353 0.648486 -0.779165 -1.162 0.421 0.227
H -0.935546 -1.021676 -2.463344 -1.155 -0.058 -1.188
H -3.885502 1.104932 1.604217 0.141 -0.493 -0.163

21
Properties=species:S:1:pos:R:3:forces:R:3 method="wB97M-V/def2-TZVPD" orbital_gap_ev=10.24 total_charge=0 e_homo_ev=-9.901 lumo_energy_ev=0.338 relative_energy_kcal_mol=70.6
O 0.235790 -2.586156 1.612067 -0.254 -0.241 -0.286
H -2.262580 -1.896114 1.318975 0.086 0.250 -0.125
H 0.394088 0.939840 -0.824003 -1.199 -1.193 -1.929
O 2.261923 0.392183 0.998923 -0.120 0.255 -0.185
H 2.342280 0.243060 0.046462 0.159 -0.060 0.083
H 0.156739 -2.695666 -0.955935 -0.488 0.522 -0.040
C -2.009201 -0.940444 0.843457 0.174 -0.252 -0.118
C -0.652621 -0.448761 1.333103 0.216 0.399 -0.380
O 1.703907 -1.470311 -1.308279 -0.977 0.216 0.380
C 0.521739 -1.358793 0.957064 0.004 -0.361 -0.479
H -1.983911 -1.114953 -0.246802 0.012 0.042 0.156
H -2.899812 0.798272 0.747910 0.058 0.008 -0.029
H -0.675763 -0.325253 2.426315 0.065 -0.283 -0.247
H 0.020842 0.487970 -1.410018 1.079 1.610 1.621
C 0.722074 -1.779750 -0.672593 1.592 -0.405 2.370
O -3.050180 -0.046472 1.181722 -0.149 0.021 0.091
H -0.441958 0.554363 0.936985 -0.172 -0.247 0.073
H 1.683706 -0.650577 2.648259 -0.136 0.039 -0.322
H 2.620532 -1.587112 1.485350 -0.170 0.057 -0.090
H 1.007945 -3.159177 1.638920 0.182 0.034 -0.082
C 1.834707 -0.814042 1.572536 0.038 -0.412 -0.463

69
Properties=species:S:1:pos:R:3:forces:R:3 method="wB97M-V/def2-TZVPD" orbital_gap_ev=7.05 total_charge=0 e_homo_ev=-8.014 lumo_energy_ev=-0.968 relative_energy_kcal_mol=100.8
H 0.618342 -5.067996 -3.477895 -0.003 0.003 0.003
C -3.847751 -2.056819 -0.176250 0.017 0.009 -0.008
C -1.137550 -2.573764 -2.013559 0.010 -0.009 0.018
H -3.580802 -3.106631 -0.136056 -0.009 -0.002 -0.004
C -3.240403 0.264778 0.060689 -0.008 0.012 -0.001
C 0.238500 -4.421804 -2.697445 0.006 -0.007 -0.013
H 0.480692 -0.203616 -3.310139 0.008 -0.010 0.000
C -0.656984 -3.407731 -3.010295 -0.008 0.005 0.000
H -0.273210 2.573216 -3.288977 -0.003 0.010 0.000
C -2.895352 -1.081968 0.119692 -0.008 -0.024 -0.004
N 2.042646 3.010722 1.860102 -0.012 -0.051 -0.048
C 3.050842 3.573224 2.523865 0.017 0.032 -0.032
C 2.077859 1.734404 -4.217222 -0.015 -0.017 0.042
O 0.574945 -1.258201 2.759276 -0.089 -0.010 -0.054
O -2.319433 2.060425 4.094396 0.005 0.009 -0.009
H 1.624015 4.661353 0.435857 0.002 -0.031 0.006
C 0.978585 0.227603 -2.440995 0.029 0.011 -0.007
H -2.515673 1.025447 0.327170 -0.006 0.005 -0.028
C 0.641886 -4.610828 -1.383828 0.004 0.002 0.011
N 2.038081 1.686497 2.114733 -0.116 0.175 0.028
C -4.528523 0.633377 -0.301542 0.002 -0.003 0.000
C -0.083346 -2.387785 2.982642 -0.044 -0.018 -0.129
C -5.133803 -1.684688 -0.530435 -0.005 -0.003 0.002
C 2.384753 -0.190275 -0.566676 -0.014 0.025 0.121
C -0.723571 -2.748577 -0.693538 -0.031 -0.010 -0.014
H 4.566389 2.727772 3.901182 -0.002 -0.001 -0.004
C 0.162418 -3.778904 -0.382817 -0.008 0.015 0.008
N 0.523629 2.810463 -0.225542 0.023 -0.007 0.090
H 0.771753 4.367597 -1.527071 0.000 -0.009 0.032
H -5.872678 -2.443013 -0.753985 0.004 0.000 0.002
H 3.424388 2.746614 -2.081726 0.007 -0.009 0.011
N 0.239870 1.435123 -0.211985 0.011 -0.006 -0.115
C -1.317191 -2.580965 2.102301 -0.011 0.040 0.082
H -4.797103 1.680962 -0.337817 0.010 -0.001 0.000
C 3.715739 2.600118 3.256436 0.016 0.019 0.020
H 1.334547 -5.404171 -1.136032 -0.002 0.003 0.002
H 0.077983 4.182938 1.600042 0.023 -0.028 -0.001
H 1.879153 -1.781954 0.716540 -0.027 0.002 0.041
O -1.751226 0.072951 2.691641 0.114 0.125 -0.064
C 3.069301 1.098115 -0.813910 -0.021 -0.044 0.024
H 3.856749 1.387537 -0.124663 -0.004 -0.013 0.005
H -6.477817 -0.048582 -0.872227 0.004 -0.005 0.001
O 0.247381 -3.209927 3.789992 0.100 0.012 0.063
S -1.376530 1.426299 3.253722 0.103 -0.076 0.027
C 0.526698 3.326613 -1.394680 -0.014 -0.007 -0.080
C 1.684971 1.567557 -2.818416 0.013 0.002 -0.028
H -1.462673 -3.640296 1.904011 -0.018 -0.005 -0.025
H -0.980684 -3.266540 -4.033472 0.000 0.003 0.005
N 2.356874 1.869107 -5.323331 -0.011 0.002 0.021
H 1.265748 -1.714241 -1.476452 0.001 -0.012 0.003
O -0.996430 2.128795 1.959424 -0.031 0.094 0.095
H 3.016204 -0.670972 1.479629 0.006 0.028 -0.017
C -5.472162 -0.338729 -0.596394 -0.008 -0.003 -0.002
C 2.827497 1.866155 -1.874354 -0.007 0.037 -0.037
H 0.494165 -3.929982 0.638122 0.010 -0.014 -0.013
P -1.215332 -1.566264 0.587578 0.019 0.163 -0.024
Ta 0.354652 0.393294 1.675105 -0.023 -0.309 0.476
O 0.001750 1.153004 3.800523 -0.055 -0.117 -0.360
C 0.335960 2.301458 -2.431911 -0.003 -0.023 -0.025
C 2.174520 -0.733531 0.789248 0.138 0.036 -0.076
H -1.835264 -1.782599 -2.261352 -0.003 -0.004 -0.006
H 3.236553 4.629702 2.427129 -0.006 -0.009 -0.012
B 1.009197 3.781228 0.979429 -0.008 0.004 0.020
C -0.077682 1.059968 -1.619348 0.023 0.040 0.098
H -1.106982 0.703421 -1.681491 -0.014 0.000 -0.007
H 3.207800 0.427989 3.329883 -0.011 0.006 0.003
C 3.041393 1.428916 2.967938 -0.023 0.008 -0.042
H -2.166377 -2.205646 2.672755 -0.022 -0.021 -0.001
C 1.688105 -0.727742 -1.577226 -0.022 -0.022 -0.070

Repeat the second record exactly.
21
Properties=species:S:1:pos:R:3:forces:R:3 method="wB97M-V/def2-TZVPD" orbital_gap_ev=10.24 total_charge=0 e_homo_ev=-9.901 lumo_energy_ev=0.338 relative_energy_kcal_mol=70.6
O 0.235790 -2.586156 1.612067 -0.254 -0.241 -0.286
H -2.262580 -1.896114 1.318975 0.086 0.250 -0.125
H 0.394088 0.939840 -0.824003 -1.199 -1.193 -1.929
O 2.261923 0.392183 0.998923 -0.120 0.255 -0.185
H 2.342280 0.243060 0.046462 0.159 -0.060 0.083
H 0.156739 -2.695666 -0.955935 -0.488 0.522 -0.040
C -2.009201 -0.940444 0.843457 0.174 -0.252 -0.118
C -0.652621 -0.448761 1.333103 0.216 0.399 -0.380
O 1.703907 -1.470311 -1.308279 -0.977 0.216 0.380
C 0.521739 -1.358793 0.957064 0.004 -0.361 -0.479
H -1.983911 -1.114953 -0.246802 0.012 0.042 0.156
H -2.899812 0.798272 0.747910 0.058 0.008 -0.029
H -0.675763 -0.325253 2.426315 0.065 -0.283 -0.247
H 0.020842 0.487970 -1.410018 1.079 1.610 1.621
C 0.722074 -1.779750 -0.672593 1.592 -0.405 2.370
O -3.050180 -0.046472 1.181722 -0.149 0.021 0.091
H -0.441958 0.554363 0.936985 -0.172 -0.247 0.073
H 1.683706 -0.650577 2.648259 -0.136 0.039 -0.322
H 2.620532 -1.587112 1.485350 -0.170 0.057 -0.090
H 1.007945 -3.159177 1.638920 0.182 0.034 -0.082
C 1.834707 -0.814042 1.572536 0.038 -0.412 -0.463